Entry 1:
A structure of composition C24H37IrN3P2S, computed with ωB97M-V/def2-TZVPD.

XYZ file:
```
68
Properties=species:S:1:pos:R:3:forces:R:3
Ir -0.210036 -0.005201 -0.421883 2.319 0.571 -0.620
S 0.262260 -0.223680 1.986407 0.548 -0.236 0.442
P -2.110821 0.882166 -0.998341 -2.201 0.626 -1.319
P 0.103236 -2.188626 -0.931140 0.327 -3.052 -1.458
N 0.274667 0.072722 -3.528202 -0.398 -0.306 0.597
N 0.248171 1.157066 4.335693 -1.282 -1.603 -0.872
N -0.341323 -1.135098 4.363224 1.064 0.477 -0.574
C -0.201795 1.577614 5.707200 -0.034 0.220 -0.586
C -1.446735 3.290487 -3.701076 0.385 1.067 -0.316
C 2.636574 0.310541 -4.103026 0.228 -2.064 0.354
C 1.140252 2.246088 -4.227220 -1.937 0.720 0.194
C -1.373611 -3.248738 -0.677854 0.116 0.185 0.139
C -3.582834 -0.066736 -0.518053 -0.051 0.376 -0.080
C 2.939457 -2.420446 -3.381803 1.070 0.097 -0.194
C 0.472110 -2.563249 -2.728423 0.037 0.512 -0.021
C 0.194854 -1.572044 5.712426 -0.231 -0.023 -0.515
C -1.211641 1.942348 -3.460040 0.997 -1.406 -0.061
C 1.498908 -0.480206 -3.672439 1.139 -0.277 0.233
C 1.006714 2.072438 6.474021 0.033 -0.098 0.120
C -1.005444 -2.079330 6.481626 0.028 0.096 0.207
C 1.434951 -3.174468 -0.125260 -0.037 0.514 0.320
C -2.251502 1.029531 -2.847334 0.174 0.082 0.357
C 3.897730 -0.334412 -4.184118 -1.065 1.593 -0.244
C 4.035232 -1.674122 -3.838984 -0.585 -1.276 0.472
C 0.843046 3.615544 -4.445461 1.285 -1.411 -0.086
C 1.680965 -1.837990 -3.271051 -0.948 1.427 -0.230
C -0.430591 4.114610 -4.202212 -1.423 -0.171 0.454
C -0.045544 -0.000976 3.689108 0.453 0.456 2.051
C 0.063158 1.384556 -3.776070 0.006 1.217 0.178
C -2.400046 2.579277 -0.402892 0.119 -0.353 0.074
C 2.407062 1.665362 -4.375348 0.983 0.763 -0.635
H -0.650822 5.160854 -4.390018 0.065 -0.134 0.002
H -0.916081 2.401762 5.551261 0.129 -0.365 0.099
H 3.055735 -3.467250 -3.111645 0.133 0.148 -0.078
H 0.479085 1.900008 3.698394 0.215 0.279 0.047
H -2.467843 2.550827 0.693114 -0.061 0.182 -0.303
H 5.005791 -2.156137 -3.915587 -0.153 0.085 -0.015
H 1.017022 0.799280 -1.163503 -0.142 -0.326 0.648
H -2.204378 -2.863220 -1.283688 0.199 -0.172 0.211
H 1.424056 -4.208311 -0.508565 -0.185 0.443 0.071
H 0.609965 -3.647898 -2.828940 -0.190 0.175 0.216
H 1.763474 1.289594 6.533497 0.024 0.036 0.128
H -4.447061 0.508795 -0.882575 -0.015 -0.412 0.229
H -3.340302 2.924088 -0.851461 0.189 0.098 0.216
H 0.736033 -0.747295 6.204822 -0.351 -0.374 -0.366
H -2.129199 0.001302 -3.216759 -0.255 0.362 -0.073
H -1.453093 -2.932369 5.967059 0.063 0.013 0.099
H -1.762892 -1.296471 6.534950 -0.019 -0.058 0.192
H -1.563592 3.215380 -0.717662 -0.261 -0.081 0.094
H -1.645160 -3.236189 0.386031 -0.072 -0.053 -0.286
H -0.714399 -2.384129 7.484259 -0.082 -0.042 0.045
H -1.139192 -4.280443 -0.987312 -0.084 0.372 0.116
H -0.094598 1.234524 0.592441 0.328 0.735 0.530
H 4.746224 0.263801 -4.527606 -0.179 -0.334 0.164
H 2.410139 -2.725948 -0.350728 -0.202 -0.057 0.104
H -0.731317 0.752097 6.201266 0.229 0.297 -0.304
H -3.601252 -0.147253 0.578715 -0.152 -0.061 -0.367
H -3.548571 -1.063621 -0.980964 -0.121 0.379 0.201
H 1.652551 4.251850 -4.812940 -0.367 -0.066 0.155
H 0.911690 -2.395457 5.536907 -0.230 0.498 -0.067
H -0.484920 -1.913030 3.723486 -0.190 0.147 0.315
H 1.279410 -3.183698 0.960690 0.151 -0.044 -0.224
H -2.437698 3.689743 -3.499386 0.179 0.095 -0.092
H 0.719867 2.375271 7.481358 0.041 -0.006 -0.054
H 1.456997 2.929751 5.970368 -0.043 -0.018 0.063
H -3.263376 1.414838 -3.014795 0.064 -0.164 -0.168
H 3.230514 2.280001 -4.725928 -0.043 -0.029 0.069
H -0.430207 -2.230069 -3.260056 0.268 -0.275 0.004
```
Forces are in eV/Å.

Output
highest occupied orbital energy (alpha / beta) = -10.47 / -13.27 eV
frontier orbital gap (alpha / beta) = 4.742 / 4.266 eV
energy = -62192.782 eV
spin multiplicity = 6
charge = +2
⟨S²⟩ = 8.80

***

Entry 2:
A structure of composition C24H37P2SbSm, computed with ωB97M-V/def2-TZVPD.

XYZ file:
```
65
Properties=species:S:1:pos:R:3:forces:R:3
Sm 1.987237 -1.017867 -0.645114 -1.265 0.383 -0.200
Sb -0.800339 0.196976 0.533626 0.388 -1.112 0.929
P 0.602405 -3.373455 -0.451300 -0.642 -0.468 0.050
P 2.510465 0.887414 -2.536717 0.239 -0.449 -0.483
C -4.088564 2.086951 -2.580493 0.560 -0.765 -0.431
C -3.752061 -0.946492 4.403936 0.321 0.099 -0.328
C 1.203137 3.906530 1.904043 0.021 0.105 0.003
C -2.198687 1.024157 -0.839820 -0.319 0.699 0.408
C -2.356024 -1.020983 4.538070 -0.124 0.074 -0.242
C -4.313890 -0.539183 3.187052 0.225 -0.033 0.094
C 1.828874 2.494802 -2.087041 -0.483 1.354 0.093
C 2.393017 2.101131 3.032460 -0.212 0.679 -0.297
C 2.217519 3.477465 2.770242 0.007 -0.567 0.098
C -2.360082 0.456395 -2.121581 0.210 0.378 0.491
C 0.356956 2.980740 1.286448 0.924 -0.375 0.780
C 4.321183 1.026256 -2.267302 0.733 0.318 -0.101
C -1.526992 -0.685311 3.463698 -0.655 0.108 -0.330
C -3.010410 2.096279 -0.404172 0.342 -1.070 -1.441
C -2.094310 -0.275987 2.243114 0.009 0.171 -0.231
C 0.180848 -4.472130 -1.855742 0.010 -0.005 -0.124
C -3.287866 0.998885 -3.008663 -0.275 0.675 0.818
C 2.301307 0.669999 -4.347785 -0.148 0.009 0.066
C -3.490124 -0.211173 2.104213 0.552 -0.128 0.453
C 0.540672 1.611021 1.550753 -1.126 0.597 -0.765
C 1.547702 1.172882 2.417757 0.112 0.261 -0.318
C 1.810848 -4.303334 0.561681 0.413 -0.719 0.420
C -0.902392 -3.333403 0.607333 -0.642 -0.326 0.379
C -3.948184 2.607755 -1.297196 -0.213 0.340 0.321
H 4.795100 1.811383 -2.916694 -0.286 -0.718 0.672
H 3.183188 1.761069 3.704199 -0.242 0.147 -0.173
H -0.553592 -3.910814 -2.479440 0.426 -0.563 0.448
H -4.391917 -1.204392 5.246218 0.136 0.069 -0.209
H 2.023813 2.751456 -1.014554 0.106 -0.275 -0.837
H -2.918188 2.470012 0.595452 -0.016 0.288 0.342
H -1.654733 -2.702941 0.089316 0.284 -0.514 0.171
H 2.772816 -4.372922 0.010094 -0.570 -0.171 0.158
H -4.572405 3.432278 -0.946486 0.063 -0.219 -0.320
H 4.798914 0.039984 -2.459318 -0.319 0.602 -0.162
H -1.736174 -0.384514 -2.417220 0.006 0.168 0.026
H 2.218817 3.323528 -2.737976 -0.420 -0.651 0.610
H -1.895948 -1.336828 5.476653 -0.253 0.092 -0.240
H 2.753150 -0.310892 -4.618608 -0.214 0.754 0.140
H 1.059706 4.974923 1.707346 0.132 -0.413 0.131
H -5.396094 -0.462845 3.066825 0.310 -0.082 0.121
H 1.203434 0.577026 -4.519170 0.810 0.217 -0.048
H 4.540686 1.251312 -1.196851 -0.189 0.139 -0.656
H 2.759580 1.517923 -4.921496 -0.482 -0.805 0.422
H 1.707145 0.111552 2.612764 -0.161 0.065 0.023
H -0.449784 -0.737172 3.581037 -0.022 0.008 0.032
H -0.427081 3.308269 0.618626 -0.035 0.093 -0.034
H 2.538651 -2.024693 -2.197580 0.444 -0.435 -0.259
H -3.368857 0.585384 -4.010033 -0.154 0.114 0.168
H -1.355114 -4.342997 0.841613 0.574 1.016 -0.332
H 3.713683 -1.317157 1.130592 0.467 0.364 0.027
H 2.051331 -3.747489 1.498817 -0.378 -0.385 -0.446
H -0.702696 -2.796448 1.562596 0.013 -0.497 -0.574
H 4.001235 -0.689795 0.817868 0.089 -0.379 0.419
H 1.102651 -4.592120 -2.468409 -0.655 -0.055 0.423
H 0.437830 -1.060871 -2.115708 0.289 0.196 0.543
H -3.920053 0.107977 1.162054 -0.089 -0.051 0.072
H 1.453330 -5.335782 0.828386 0.444 0.942 -0.165
H -4.813724 2.497283 -3.278794 0.084 0.037 0.229
H -0.223187 -5.459771 -1.508123 0.347 0.899 -0.414
H 2.878742 4.202481 3.255785 -0.305 -0.263 -0.233
H 0.713500 2.450288 -2.161279 0.806 0.032 -0.185
```
Forces are in eV/Å.

Output
highest occupied orbital energy (alpha / beta) = -10.27 / -10.28 eV
energy above the lowest of the compared OMol25 structures with the same formula, charge and spin = 0.00 kJ/mol
frontier orbital gap (alpha / beta) = 7.286 / 7.439 eV
energy = -68496.835 eV
spin multiplicity = 6
charge = +1
⟨S²⟩ = 8.77

***

Entry 3:
A structure of composition C24H38AsBaN7O2P2S4, computed with ωB97M-V/def2-TZVPD.

XYZ file:
```
79
Properties=species:S:1:pos:R:3:forces:R:3
Ba 1.075304 0.550816 1.080765 -0.330 -1.109 0.716
As -0.653455 -5.160773 -1.159296 -0.183 0.461 0.302
S -1.402201 -3.472085 -0.221921 0.019 -0.101 -0.058
S -1.586695 -0.519317 1.947849 -0.823 -0.139 0.047
S -2.289231 1.887499 -0.424107 -0.007 -0.100 0.160
S 2.709938 0.298730 3.875162 0.068 -0.719 -0.184
P -2.756141 0.912610 1.216706 0.067 -0.125 0.187
P 1.891295 2.927673 -1.638043 -0.059 -0.123 0.010
O -2.937202 1.932135 2.463209 0.051 0.282 0.197
O -4.259406 0.344111 1.033880 -0.075 -0.130 -0.195
N 2.183645 -1.646826 2.089144 0.239 -0.512 0.196
N 0.099429 4.467951 -0.039719 -0.166 0.052 -0.278
N 0.600263 0.404070 -1.496120 -0.274 -0.320 -0.915
N 0.484487 1.283325 -3.514364 -0.185 0.232 -0.273
N 3.346742 0.998426 -0.171600 0.717 0.166 -0.231
N 1.208611 3.030880 1.193623 0.048 1.691 0.078
N 4.604711 2.285723 -1.478400 0.136 0.234 -0.058
C 2.725539 -1.350373 3.296374 -0.034 0.031 -0.049
C -0.542003 5.086104 -1.188216 0.149 -0.068 0.189
C 2.688458 -3.978654 2.312253 0.061 0.109 0.141
C 1.247221 -5.320526 -1.074396 0.291 -0.136 -0.077
C 5.011403 3.313021 -2.398055 -0.040 -0.131 0.092
C 0.771819 1.525500 -2.195775 0.442 0.072 0.144
C 0.072916 -0.025344 -3.626980 0.031 0.041 0.032
C -0.241142 4.725554 1.265637 0.043 -0.038 -0.080
C 0.969446 3.417131 -0.057145 0.176 0.126 0.104
C 2.162665 -2.906929 1.631542 0.052 0.243 0.106
C 0.457299 3.837335 2.021523 0.176 -0.163 -0.325
C -4.984466 3.239362 2.494708 -0.203 0.082 -0.009
C -3.481866 3.245057 2.326079 0.077 -0.193 0.041
C 5.406443 1.261513 -1.016562 -0.014 0.063 -0.028
C 3.340825 2.107929 -0.942569 -0.193 -0.097 -0.139
C -6.133258 -0.236589 2.401929 -0.167 -0.046 0.124
C 0.149973 -0.554565 -2.376561 0.046 0.244 0.192
C -4.807628 -0.699818 1.845855 0.023 0.076 -0.134
C 3.268186 -3.702433 3.558146 0.020 -0.157 -0.010
C 0.472953 2.257409 -4.584373 0.053 -0.155 0.161
C 3.287313 -2.422154 4.043234 0.010 0.295 0.125
C -1.276385 -6.830690 -0.453480 -0.088 -0.154 0.102
C 4.624307 0.498486 -0.209366 -0.234 0.071 -0.016
C -1.030708 -5.293477 -3.032086 -0.037 -0.023 -0.255
H 3.701753 -4.504539 4.146656 -0.007 0.011 -0.006
H -0.124002 -1.545240 -2.045743 0.016 0.036 0.030
H -0.467601 -4.515222 -3.543447 -0.047 0.022 -0.055
H -6.599713 -1.042025 2.976516 0.026 0.025 -0.008
H -0.717529 6.138206 -0.967087 -0.049 0.015 -0.012
H -0.941566 5.499218 1.530756 -0.017 -0.018 -0.045
H 0.599646 1.740712 -5.534996 -0.007 0.003 -0.006
H 2.648684 -4.978428 1.901965 0.031 -0.021 0.046
H 1.559272 -6.241701 -1.568537 0.087 0.033 0.019
H -0.879514 -7.664092 -1.032974 -0.025 -0.024 0.030
H 4.777573 4.306966 -2.012841 -0.040 0.003 0.055
H -1.484601 4.584219 -1.405292 -0.026 -0.014 -0.006
H -5.265490 2.857475 3.478753 0.015 0.023 -0.022
H -5.455280 2.612738 1.735222 0.067 0.046 0.018
H 6.449002 1.196817 -1.278912 -0.015 0.008 0.001
H 1.303222 2.949815 -4.448617 0.013 0.033 0.019
H 1.545680 -5.330264 -0.028957 0.039 -0.002 -0.010
H -5.992685 0.620989 3.062345 -0.014 -0.076 -0.038
H -6.820685 0.050783 1.603841 0.049 0.012 -0.014
H -2.363170 -6.819087 -0.486725 -0.030 -0.077 0.015
H -0.951312 -6.896193 0.582419 -0.023 -0.047 0.029
H 6.087209 3.232018 -2.541491 0.007 0.052 -0.049
H -2.996846 3.837132 3.103996 -0.036 0.050 0.018
H -2.095572 -5.120896 -3.167811 -0.012 -0.007 -0.083
H 0.461743 3.709800 3.092352 0.024 -0.012 -0.033
H -0.254280 -0.440057 -4.565811 0.006 0.024 0.005
H -4.120043 -0.975859 2.643000 0.088 0.071 0.035
H 3.725208 -2.190776 5.005220 -0.002 -0.028 -0.008
H 0.117504 5.014417 -2.050381 0.036 -0.034 -0.008
H -5.378767 4.255660 2.391255 0.039 -0.044 0.039
H -4.924895 -1.575257 1.204775 -0.041 -0.031 -0.011
H -0.745727 -6.274592 -3.413153 -0.016 0.025 -0.030
H 1.687198 -4.456961 -1.569385 0.056 0.001 0.022
H 1.687441 -3.049302 0.664391 -0.038 0.090 0.029
H 4.507693 3.198858 -3.363542 -0.032 -0.018 -0.034
H -3.205905 3.655849 1.355526 0.074 0.000 -0.095
H -0.463470 2.817030 -4.606110 -0.012 0.023 0.017
H 4.910421 -0.376009 0.354342 -0.067 0.016 0.013
```
Forces are in eV/Å.

Output
highest occupied orbital energy (alpha / beta) = -1.34 / -4.15 eV
energy above the lowest of the compared OMol25 structures with the same formula, charge and spin = 163.57 kJ/mol
frontier orbital gap (alpha / beta) = 3.510 / 6.288 eV
energy = -163487.233 eV
spin multiplicity = 2
charge = -1
⟨S²⟩ = 0.76